{"formula": "C68H170O17", "method": "the ωB97M-V functional and the def2-TZVPD basis", "e_homo_ev": -9.49, "energy_ev": -108071.503, "gap_ev": 10.1, "symbols": ["O", "O", "O", "O", "O", "O", "O", "O", "O", "O", "O", "O", "O", "O", "O", "O", "O", "C", "C", "C", "C", "C", "C", "C", "C", "C", "C", "C", "C", "C", "C", "C", "C", "C", "C", "C", "C", "C", "C", "C", "C", "C", "C", "C", "C", "C", "C", "C", "C", "C", "C", "C", "C", "C", "C", "C", "C", "C", "C", "C", "C", "C", "C", "C", "C", "C", "C", "C", "C", "C", "C", "C", "C", "C", "C", "C", "C", "C", "C", "C", "C", "C", "C", "C", "C", "H", "H", "H", "H", "H", "H", "H", "H", "H", "H", "H", "H", "H", "H", "H", "H", "H", "H", "H", "H", "H", "H", "H", "H", "H", "H", "H", "H", "H", "H", "H", "H", "H", "H", "H", "H", "H", "H", "H", "H", "H", "H", "H", "H", "H", "H", "H", "H", "H", "H", "H", "H", "H", "H", "H", "H", "H", "H", "H", "H", "H", "H", "H", "H", "H", "H", "H", "H", "H", "H", "H", "H", "H", "H", "H", "H", "H", "H", "H", "H", "H", "H", "H", "H", "H", "H", "H", "H", "H", "H", "H", "H", "H", "H", "H", "H", "H", "H", "H", "H", "H", "H", "H", "H", "H", "H", "H", "H", "H", "H", "H", "H", "H", "H", "H", "H", "H", "H", "H", "H", "H", "H", "H", "H", "H", "H", "H", "H", "H", "H", "H", "H", "H", "H", "H", "H", "H", "H", "H", "H", "H", "H", "H", "H", "H", "H", "H", "H", "H", "H", "H", "H", "H", "H", "H", "H", "H", "H", "H", "H", "H", "H", "H", "H", "H", "H", "H", "H", "H", "H"], "coordinates": [[-0.44110, -0.57894, 7.85256], [2.51643, 4.81603, -0.06982], [-1.37105, 4.29075, -2.46244], [5.99207, -3.74951, -3.14391], [4.99431, -4.00968, -7.47017], [-2.29661, 4.22146, 4.19584], [2.63774, 3.28965, -6.40786], [0.70445, -3.93145, -4.36199], [5.01319, -0.89953, -0.30477], [-0.08242, -0.06970, 1.10077], [-5.13553, 1.01460, 6.12690], [0.13958, -4.26385, 1.94710], [3.14796, 1.90640, 5.44216], [-1.62154, 1.25352, -5.29529], [-3.89330, -3.58629, 6.62802], [-4.03161, -0.22653, 0.54194], [-6.97440, 2.46417, -3.25370], [6.21772, -0.31254, -0.76917], [3.24590, 2.05883, 7.79377], [-0.61826, 1.06649, 1.77651], [-6.14023, 3.05869, -2.25020], [1.09488, -3.19144, 2.06189], [-0.00554, -1.95047, 6.07436], [2.27845, -3.59497, 2.85475], [0.78588, 5.84690, 1.24488], [-0.99834, -3.78716, 1.27284], [2.22684, -5.21825, -5.73278], [-4.14699, -3.15733, 8.91142], [4.63144, -3.47595, -3.41910], [3.28264, 2.02609, 3.04866], [-0.65090, -3.55848, -4.16577], [-4.08962, 1.91223, 6.48540], [0.79471, -4.95928, -5.30991], [4.51814, -2.81457, -8.00827], [0.49052, 4.87879, -3.74687], [0.29281, -0.04675, -4.95900], [-1.49606, -4.57077, -3.43345], [5.90869, -2.36069, 1.42737], [2.82105, 1.18686, 4.23601], [-0.45948, 3.51897, 5.66025], [1.31396, -0.83726, -0.74250], [-4.60114, -0.63851, 1.78932], [-1.44338, -0.15058, 8.79321], [3.33248, 2.03501, -6.26280], [2.75213, 3.50188, -8.80544], [-4.76231, 0.55174, 2.70536], [3.79024, -3.42137, -2.17395], [-3.17358, -4.00417, 5.51443], [1.82940, 3.34139, -7.59910], [-7.15368, 3.33155, -4.38265], [-7.57085, 2.45338, -5.56005], [-1.10136, 0.62682, 3.12584], [-5.99439, -1.21409, 6.36493], [-2.59416, 4.88985, 2.97643], [1.13759, 4.87755, 0.12876], [-3.39160, -4.01133, 7.84275], [2.63107, 1.29966, 6.62704], [-4.03802, -3.85634, 4.24737], [-5.97306, 2.07778, -1.14984], [-4.82549, -0.28559, 6.57579], [-2.03793, 3.35263, -1.67462], [3.95655, 2.02410, -4.87907], [-3.56145, 2.75068, -5.58141], [5.16357, -6.35598, -7.59027], [4.65281, -1.72034, -6.94921], [-0.87206, 4.13707, 4.34350], [-0.26322, 3.71282, -3.18084], [0.43187, 0.28447, -0.16463], [-0.98057, -1.03812, 6.66603], [-3.01582, -0.75758, -1.51917], [-4.61081, 3.32939, 6.24847], [4.36685, 3.32227, -0.79027], [4.73046, -5.08923, -8.31602], [2.90014, 3.77884, -0.89441], [6.14189, -0.13896, -2.28890], [8.17823, -4.03563, -3.95597], [-4.01770, 4.72093, 2.61408], [-2.84729, 3.94491, -0.61315], [-0.85488, 0.62208, 9.93251], [-3.24765, -1.17379, -0.09578], [-3.04625, 1.38774, -5.17906], [-1.24170, -0.05626, -4.91004], [4.93757, -1.24425, 1.07305], [6.78267, -3.59895, -4.31028], [-1.89110, -4.99168, 0.97035], [-0.58300, 3.02805, -3.93922], [0.54872, -1.13190, -4.83446], [0.07433, 0.16926, 10.30687], [0.17343, 1.88303, 1.86373], [-2.53055, -4.22250, -3.36089], [-0.59955, 4.18593, 6.50832], [2.16546, -5.84510, -6.61802], [-2.73958, 2.64884, -2.21776], [0.05580, -2.86954, 6.64062], [-3.47153, 2.95838, -6.64137], [-6.92409, 1.74698, -0.62904], [-5.13289, 3.37964, -2.73983], [2.58225, 1.21066, -6.30856], [-3.81640, 4.42802, -0.94945], [5.13980, -2.50462, -8.82530], [-2.23730, 4.71338, -0.12855], [4.01254, -2.59250, -1.54635], [-4.00809, -0.62114, 5.93579], [-0.41171, 0.52761, -0.82702], [-3.09528, 3.18386, 0.15973], [-3.91751, -1.32107, 2.27987], [3.25711, 2.12311, -4.04153], [-3.85166, 1.17807, 2.71641], [4.58744, 3.22613, 0.29653], [-5.43339, 1.21667, -1.51990], [-4.74124, 5.18936, 3.30564], [5.64593, -2.69016, 2.42620], [1.37534, -2.76348, 1.04945], [1.71561, -0.47047, -1.66208], [0.63853, 3.24288, 5.57581], [-7.58958, 3.03095, -6.45311], [-3.62984, 0.73569, -5.76287], [1.10442, 4.12466, -7.39304], [-3.35682, -3.91066, 3.39891], [0.33824, 3.24556, -2.42864], [6.79574, -2.56034, -4.65485], [3.36419, 0.21848, 4.25906], [4.46735, 2.34922, -1.33476], [0.22975, -4.62374, -6.18518], [-1.58269, -0.76885, -5.67916], [0.73963, -1.76246, -0.84739], [-5.20532, -3.09143, 8.60287], [-4.51656, -0.26504, 7.59031], [-0.77122, -3.23659, 0.34940], [4.50578, -2.52116, -3.99419], [-2.17132, -3.47018, 5.35273], [-5.48717, 3.46661, 6.85906], [-6.95549, -0.79020, 6.71698], [1.40808, 4.58493, -4.23350], [-6.61403, 3.96736, -1.90726], [5.69798, -1.70217, -6.52953], [-0.43564, 3.63803, 3.47287], [4.31044, 2.09572, 7.61061], [5.87826, -1.09491, -2.82186], [-4.58871, -2.85118, 4.23015], [-5.39048, 2.42623, -0.37309], [-5.05395, 0.26631, 3.72816], [-2.13007, -5.55030, 1.86126], [5.11217, 3.94753, -1.25042], [-1.25947, -0.22531, 5.98910], [-1.59763, -5.56084, -3.94634], [4.30546, 2.27855, 3.00772], [1.68762, 1.02254, 4.21420], [0.65675, 0.27826, -5.94211], [7.04596, -0.93346, -0.47256], [0.62401, -2.32378, 2.53628], [1.88179, -3.96164, 3.84079], [6.45222, 0.65136, -0.29533], [0.72976, 3.89351, 0.43928], [-3.34381, 1.24130, -4.09711], [4.76172, 2.74474, -4.77972], [-1.13880, -3.23731, -5.12891], [-3.77116, -2.15562, -0.01374], [0.74000, 0.54247, -4.10634], [-1.99295, -0.97603, 9.18755], [5.28018, 0.56677, -2.45109], [-8.57896, 2.02181, -5.40923], [-2.62803, 0.25351, -1.66471], [-4.59955, 2.78514, -5.29214], [1.03415, 6.93417, 1.09240], [0.53697, 5.11767, -0.77775], [-1.62406, -0.35468, -3.94468], [3.92958, -1.97075, -6.16819], [4.63337, -6.45307, -6.64484], [-8.00238, 4.03559, -4.14089], [0.96723, -1.53158, 5.99362], [0.75778, 5.53550, -2.90397], [3.88646, -1.57407, 1.21500], [-2.27111, -1.29475, 0.32349], [4.35994, -0.79544, -7.43434], [-4.13261, -3.61672, 9.86161], [-1.62763, 0.85533, 10.61778], [4.47011, 1.03777, -4.74397], [6.93983, -2.03648, 1.47788], [2.92756, -2.74363, 3.13075], [2.75332, -3.57195, -2.46140], [2.27364, 2.91998, -0.60774], [-4.82810, 3.36573, 5.18579], [5.08468, -0.37047, 1.72921], [-2.22893, 0.47479, 8.36422], [2.74913, -4.28564, -5.96301], [4.26580, -4.28386, -4.04456], [-0.26314, -2.24015, 5.08249], [-1.33707, 2.68465, -1.15384], [2.75701, 2.96432, 2.89120], [-1.03307, 2.58448, 5.83100], [8.28611, -5.09585, -3.78076], [-4.77235, -4.64555, 4.08101], [-2.93962, 3.45226, -5.00951], [-3.82068, 4.09696, 6.45956], [-6.31155, 3.99647, -4.56230], [-3.66396, -2.16758, 8.98447], [-1.79620, -0.18957, 2.98423], [-1.54253, -3.08208, 1.92894], [6.97729, 0.40633, -2.71770], [5.83383, -3.21240, 0.73657], [-4.27897, 3.64921, 2.48444], [1.49983, 1.24370, 6.67676], [-1.02902, -4.70307, -2.48568], [3.37263, 4.31100, -8.50541], [-0.49840, 5.16054, 4.32891], [1.04833, 1.13556, 0.01930], [4.06615, 1.91885, -7.03571], [-1.49492, 1.48467, 1.24337], [3.05733, 1.51670, 2.09443], [2.74735, 4.00576, -1.96043], [-1.35227, -5.55920, 0.23235], [1.18344, 2.40045, -7.65735], [3.61197, -5.15538, -8.43653], [4.91748, -7.21547, -8.22131], [-2.88767, -4.67805, 0.55456], [6.22202, -6.41468, -7.48171], [-0.58862, -2.59989, -3.62534], [-6.89909, 1.62566, -5.72666], [2.14159, -1.01349, -0.09387], [-5.81083, -2.16248, 6.81698], [-4.10189, 5.16529, 1.62676], [-2.28402, 5.90477, 3.00677], [2.86912, -4.32508, 2.30379], [-2.27609, -1.40100, -2.04560], [2.26091, 3.76962, -9.70192], [-1.92376, -1.58006, 6.85502], [2.73031, -5.73383, -4.92466], [-5.45818, 1.22649, 2.22722], [-2.74396, -5.03553, 5.54337], [6.45600, -4.14451, -5.21709], [3.11306, 1.53500, 8.70312], [-3.96162, -0.76795, -2.08328], [3.47285, -2.93359, -8.35326], [4.08764, -4.27240, -1.50439], [5.14543, -4.99144, -9.32344], [-1.89960, 4.53341, 2.19352], [-3.56476, -5.07137, 8.01988], [8.94774, -3.66575, -4.67919], [2.90134, 3.06722, 7.91732], [1.34556, 5.54435, 2.14601], [-0.24876, 5.76174, 1.47040], [-2.28141, -3.84865, 7.89279], [-3.90993, 1.82869, 7.51477], [-0.66241, 1.67004, 9.66791], [-0.26781, 0.30239, 3.71550], [0.31212, -5.88241, -5.02174], [-5.58630, -1.08556, 1.62860], [-6.07691, -1.49365, 5.30075], [-1.59780, 1.43152, 3.70216], [-0.05818, 5.39815, -4.52333], [-3.22760, 1.72119, 5.82886], [2.98374, 0.24033, 6.73828], [8.49192, -3.63417, -2.96638], [3.34891, 2.62836, -8.95485]]}